# 1
DFT (wB97M-V/def2-TZVPD) results for a cluster of 2 separate species, C6H12O in total.

Last column: natural (NBO) charge in e.
Positions of all 19 atoms, in Å:
O1 0.801 1.170 0.245  -0.724
C1 1.097 -0.011 0.944  -0.054
C2 0.062 -1.106 0.844  -0.262
C3 0.555 -2.516 0.993  -0.414
C4 0.073 -2.030 -0.344  -0.428
H1 0.458 0.977 -0.642  0.482
H2 2.069 -0.416 0.620  0.152
H3 1.201 0.297 1.990  0.181
H4 -0.912 -0.875 1.272  0.215
H5 1.627 -2.649 1.123  0.212
H6 -0.051 -3.233 1.539  0.217
H7 0.814 -1.856 -1.122  0.211
H8 -0.876 -2.412 -0.709  0.218
C5 -1.063 2.392 -1.786  -0.456
C6 -1.265 2.512 -0.477  -0.339
H9 -0.366 3.042 -2.310  0.198
H10 -1.573 1.636 -2.376  0.194
H11 -1.923 1.841 0.070  0.192
H12 -0.728 3.239 0.125  0.205

Values from the calculation:
Orbital gap: 10.740 eV
LUMO energy: 1.1 eV
Highest occupied orbital energy: -9.7 eV
Structure (SMILES): OCC1CC1.C=C
Molecular weight: 100.161 g/mol
Multiplicity: 1
Relative energy (zero: lowest compared OMol25 entry of this formula, charge and spin): 2.424 eV

# 2
DFT (wB97M-V/def2-TZVPD) results for an isolated molecule of C7H10.

Last column: natural (NBO) charge in e.
Positions of all 17 atoms, in Å:
C1 -1.131 1.239 0.178  -0.651
C2 -0.824 -0.252 0.191  -0.143
C3 -1.406 -0.903 -0.932  -0.273
C4 0.346 -0.761 -0.561  -0.211
C5 1.594 0.027 -0.756  -0.487
C6 1.821 -0.019 0.717  0.040
C7 1.218 -0.150 1.838  -0.481
H1 -2.203 1.403 0.015  0.212
H2 -0.848 1.701 1.123  0.230
H3 -0.608 1.771 -0.632  0.203
H4 -0.059 -0.429 1.672  0.188
H5 -1.410 -1.972 -1.128  0.225
H6 -2.135 -0.364 -1.557  0.204
H7 0.561 -1.811 -0.357  0.227
H8 1.472 1.061 -1.084  0.240
H9 2.383 -0.455 -1.343  0.233
H10 1.660 0.037 2.817  0.245

Values from the calculation:
Orbital gap: 7.416 eV
LUMO energy: 0.2 eV
Highest occupied orbital energy: -7.2 eV
Molecular weight: 94.157 g/mol
Multiplicity: 1
Relative energy (zero: lowest compared OMol25 entry of this formula, charge and spin): 7.123 eV

# 3
DFT (wB97M-V/def2-TZVPD) results for a structure of composition C30H31N6O4PtS3.

Last column: Löwdin charge in e.
Positions of all 75 atoms, in Å:
Pt1 0.574 -0.217 0.763  0.920
C1 0.517 -1.354 5.126  -0.013
C2 0.056 -1.024 3.731  -0.235
N1 0.811 -0.353 2.927  -0.081
N2 1.975 0.132 3.377  -0.089
C3 2.945 0.295 2.549  -1.142
S1 3.073 -0.315 0.953  0.556
S2 4.285 1.267 3.191  0.837
C4 3.364 2.866 3.218  -0.402
C5 3.277 3.425 1.839  -0.311
C6 2.138 3.258 1.059  -0.045
C7 2.085 3.807 -0.211  -0.077
C8 3.172 4.486 -0.731  -0.098
C9 4.324 4.619 0.025  -0.097
C10 4.372 4.096 1.302  -0.063
C11 -1.209 -1.581 3.289  -0.136
C12 -2.317 -1.597 4.129  -0.058
C13 -3.498 -2.199 3.747  -0.118
C14 -3.568 -2.849 2.520  -0.097
C15 -2.482 -2.874 1.680  -0.037
C16 -1.270 -2.221 2.011  -0.413
O1 -0.253 -2.303 1.226  -0.214
H1 1.572 -1.625 5.104  0.078
H2 -0.065 -2.178 5.533  0.080
H3 0.414 -0.486 5.776  0.089
H4 3.933 3.515 3.882  0.073
H5 2.387 2.647 3.646  0.075
H6 1.282 2.710 1.437  0.100
H7 1.182 3.713 -0.795  0.092
H8 3.123 4.908 -1.725  0.095
H9 5.184 5.136 -0.379  0.095
H10 5.270 4.196 1.897  0.108
H11 -2.257 -1.097 5.088  0.110
H12 -4.354 -2.189 4.407  0.087
H13 -4.488 -3.340 2.225  0.097
H14 -2.513 -3.401 0.738  0.099
O2 -5.613 2.506 0.410  -0.332
S3 -4.441 2.375 -0.421  0.621
O3 -4.407 3.247 -1.575  -0.340
N3 -3.067 2.477 0.442  -0.032
C17 -2.354 1.381 0.375  -0.547
O4 -1.269 1.220 0.966  -0.099
C18 -2.974 0.295 -0.477  -0.136
C19 -2.447 -0.946 -0.789  -0.040
C20 -3.191 -1.797 -1.592  -0.077
C21 -4.438 -1.424 -2.066  -0.083
C22 -4.960 -0.172 -1.761  -0.049
C23 -4.209 0.669 -0.975  -0.199
H15 -1.472 -1.238 -0.422  0.067
H16 -2.790 -2.769 -1.845  0.101
H17 -5.006 -2.109 -2.680  0.096
H18 -5.931 0.131 -2.121  0.113
C24 1.483 -3.505 -3.422  -0.158
C25 2.073 -3.258 -2.039  -0.179
N4 1.356 -2.158 -1.461  0.062
C26 0.996 -1.051 -2.149  -0.376
N5 0.568 -0.032 -1.471  -0.043
C27 0.094 1.148 -2.156  -0.203
C28 0.797 1.324 -3.498  -0.145
C29 0.607 0.039 -4.293  -0.155
N6 1.054 -1.097 -3.513  -0.042
C30 1.621 -2.219 -4.227  -0.163
H19 0.426 -3.752 -3.312  0.119
H20 1.990 -4.324 -3.931  0.111
H21 3.151 -3.047 -2.118  0.123
H22 1.944 -4.128 -1.393  0.126
H23 1.322 -2.047 -0.449  0.046
H24 0.280 2.004 -1.505  0.089
H25 -0.992 1.079 -2.310  0.121
H26 1.864 1.494 -3.329  0.121
H27 0.381 2.170 -4.045  0.117
H28 1.186 0.071 -5.223  0.120
H29 -0.455 -0.081 -4.553  0.131
H30 2.686 -2.032 -4.444  0.128
H31 1.096 -2.316 -5.183  0.122

Values from the calculation:
Orbital gap (spin up / spin down): 6.443 / 6.466 eV
LUMO energy (spin up / spin down): 2.2 / 2.2 eV
Highest occupied orbital energy (spin up / spin down): -4.2 / -4.3 eV
Molecular weight: 830.895 g/mol
Charge: -1
Multiplicity: 1

# 4
DFT (wB97M-V/def2-TZVPD) results for a structure of composition C23H10Cl3F3GeN3O11V.

Last column: Mulliken spin population.
Positions of all 55 atoms, in Å:
V1 -8.836 12.455 12.037  2.032
O1 -4.318 16.556 11.974  0.002
C1 -5.315 15.649 11.955  0.010
C2 -5.073 14.334 12.371  -0.005
C3 -6.080 13.444 12.412  0.028
N1 -7.304 13.845 12.005  -0.057
C4 -7.575 15.082 11.607  0.023
C5 -6.578 16.059 11.518  -0.002
C6 -9.108 15.247 11.401  0.003
O2 -9.608 16.278 11.059  0.008
O3 -9.797 14.154 11.732  -0.017
C7 -6.092 11.960 12.795  0.001
O4 -5.075 11.358 13.057  0.010
O5 -7.304 11.531 12.888  -0.024
H1 -3.594 16.227 12.539  0.000
H2 -4.057 14.003 12.613  0.000
H3 -6.713 17.059 11.206  0.000
F1 -13.334 4.821 8.929  0.000
C8 -14.035 5.870 9.390  0.000
F2 -14.539 6.453 8.297  0.000
F3 -15.096 5.378 10.088  0.000
C9 -13.236 6.757 10.238  0.006
C10 -11.903 6.435 10.571  -0.004
C11 -11.004 7.340 11.223  0.016
C12 -11.523 8.605 11.537  -0.001
C13 -12.873 8.842 11.297  0.013
C14 -13.717 7.968 10.631  -0.004
C15 -10.707 9.744 11.819  0.028
C16 -10.108 10.785 11.857  -0.086
H4 -11.493 5.509 10.201  0.000
H5 -9.981 7.040 11.420  0.000
H6 -13.316 9.737 11.686  0.000
H7 -14.766 8.275 10.441  0.000
O6 -6.842 10.890 8.789  0.000
C17 -7.906 11.161 9.369  -0.001
O7 -8.172 12.196 10.124  0.024
C18 -9.168 10.346 9.022  0.002
C19 -10.426 10.979 8.932  -0.002
C20 -11.528 10.297 8.569  0.006
C21 -11.513 9.036 8.099  0.001
C22 -10.299 8.388 8.198  0.001
C23 -9.132 9.014 8.634  0.001
N2 -10.193 6.973 7.867  0.000
O8 -9.087 6.431 7.815  0.000
O9 -11.225 6.332 7.598  0.000
N3 -12.810 10.991 8.779  0.000
O10 -12.872 11.804 9.648  0.000
O11 -13.753 10.630 8.138  0.000
H8 -10.456 12.005 9.268  -0.003
H9 -12.450 8.476 7.761  0.000
H10 -8.227 8.486 8.719  0.000
Cl1 -8.220 14.915 14.795  0.000
Ge1 -9.432 13.011 14.636  0.005
Cl2 -8.666 11.952 16.516  -0.008
Cl3 -11.395 13.894 15.225  -0.006

Values from the calculation:
Orbital gap (spin up / spin down): 6.610 / 6.581 eV
LUMO energy (spin up / spin down): 3.2 / 3.2 eV
Highest occupied orbital energy (spin up / spin down): -3.4 / -3.4 eV
<S²>: 2.01
Molecular weight: 791.250 g/mol
Charge: -2
Multiplicity: 3
Relative energy (zero: lowest compared OMol25 entry of this formula, charge and spin): 0.000 eV

Among the records above, which one has the highest multiplicity?
C23H10Cl3F3GeN3O11V

Please write out number 2 again, unchanged.
DFT (wB97M-V/def2-TZVPD) results for an isolated molecule of C7H10.

Last column: natural (NBO) charge in e.
Positions of all 17 atoms, in Å:
C1 -1.131 1.239 0.178  -0.651
C2 -0.824 -0.252 0.191  -0.143
C3 -1.406 -0.903 -0.932  -0.273
C4 0.346 -0.761 -0.561  -0.211
C5 1.594 0.027 -0.756  -0.487
C6 1.821 -0.019 0.717  0.040
C7 1.218 -0.150 1.838  -0.481
H1 -2.203 1.403 0.015  0.212
H2 -0.848 1.701 1.123  0.230
H3 -0.608 1.771 -0.632  0.203
H4 -0.059 -0.429 1.672  0.188
H5 -1.410 -1.972 -1.128  0.225
H6 -2.135 -0.364 -1.557  0.204
H7 0.561 -1.811 -0.357  0.227
H8 1.472 1.061 -1.084  0.240
H9 2.383 -0.455 -1.343  0.233
H10 1.660 0.037 2.817  0.245

Values from the calculation:
Orbital gap: 7.416 eV
LUMO energy: 0.2 eV
Highest occupied orbital energy: -7.2 eV
Molecular weight: 94.157 g/mol
Multiplicity: 1
Relative energy (zero: lowest compared OMol25 entry of this formula, charge and spin): 7.123 eV